Record 1
ORCA calculation (ωB97M-V with the def2-TZVPD basis set) on an isolated molecule of C18H24ClN3O2.

The geometry in XYZ format:
```
48
Properties=species:S:1:pos:R:3:forces:R:3
C 4.443054 1.941306 1.419167 0.02 -0.03 0.02
C 4.744426 0.506177 1.114155 -0.06 0.00 -0.03
C 5.929412 -0.063366 1.556671 -0.06 -0.12 -0.02
C 6.266640 -1.371918 1.261605 -0.02 -0.08 -0.03
C 5.389806 -2.125988 0.502547 -0.01 0.17 0.07
Cl 5.781078 -3.768778 0.113842 0.04 -0.16 -0.04
C 4.195245 -1.592800 0.056575 -0.03 0.02 0.03
C 3.859854 -0.273877 0.356353 0.37 0.01 0.08
N 2.658112 0.312775 -0.094630 -0.06 0.00 -0.02
C 1.616262 0.376875 0.921584 -0.20 -0.01 0.16
C 0.301636 0.845819 0.313109 0.13 0.45 0.34
N -0.154014 -0.113778 -0.675339 0.09 -0.05 0.05
C -1.406190 -0.150077 -1.160184 0.15 -0.15 -0.16
O -1.758547 -0.916843 -2.043322 -0.25 0.05 -0.04
C -2.360811 0.903696 -0.599536 -0.07 0.25 0.07
O -2.093855 2.089025 -0.732043 0.17 -0.02 -0.18
N -3.483552 0.457379 -0.016113 -0.06 -0.05 0.20
C -3.875623 -0.928137 0.101430 -0.04 -0.51 -0.24
C -5.037799 -1.218831 -0.848671 -0.03 -0.01 0.26
C -6.200735 -0.275729 -0.550620 0.09 0.05 -0.26
C -5.729105 1.174583 -0.626724 -0.02 -0.13 0.26
C -4.543600 1.390100 0.313135 -0.09 0.51 -0.17
C 0.879734 -0.918468 -1.301976 0.15 -0.19 -0.31
C 2.152363 -0.082709 -1.400579 -0.21 0.04 -0.23
H 3.793313 2.357257 0.653793 -0.05 0.09 -0.01
H 3.946394 2.036168 2.385180 -0.06 0.09 0.06
H 5.363745 2.518162 1.462346 0.04 0.07 0.03
H 6.614828 0.537630 2.136155 0.08 0.08 0.05
H 7.195019 -1.796939 1.607381 0.09 -0.06 0.01
H 3.525765 -2.213023 -0.518971 -0.06 -0.06 -0.06
H 1.921236 1.078743 1.700417 -0.10 -0.04 0.03
H 1.460906 -0.605147 1.399214 0.03 0.07 0.01
H -0.450306 0.941297 1.100765 0.13 0.05 -0.04
H 0.431662 1.831540 -0.147293 -0.02 -0.07 0.11
H -3.030529 -1.576633 -0.124278 -0.07 0.04 0.10
H -4.188979 -1.104207 1.138257 0.05 -0.02 -0.05
H -5.348346 -2.258188 -0.736209 0.01 -0.05 -0.03
H -4.688583 -1.073902 -1.872088 0.04 -0.05 -0.04
H -7.010258 -0.443372 -1.262656 -0.06 -0.03 0.06
H -6.587139 -0.480510 0.451406 -0.07 -0.02 0.04
H -6.537087 1.855581 -0.356057 0.00 0.06 -0.03
H -5.414585 1.403455 -1.646522 0.00 0.07 -0.04
H -4.140102 2.398909 0.211477 -0.08 -0.13 0.12
H -4.847942 1.223263 1.352316 0.03 0.02 -0.03
H 1.054546 -1.826803 -0.712723 0.01 0.01 -0.11
H 0.517615 -1.213509 -2.289511 0.10 0.00 0.14
H 1.919438 0.831943 -1.961144 0.01 -0.17 -0.10
H 2.925599 -0.618152 -1.951694 -0.07 0.04 0.02
```
Forces are in eV/Å.

Total charge ... 0
E_HOMO ... -0.31068 Eh
Lowest unoccupied orbital energy ... 0.7 eV
Relative energy (zero: lowest compared OMol25 entry of this formula, charge and spin) ... 16.5 kJ/mol
Total energy ... -1475.27513 Eh
Frontier orbital gap ... 9.1 eV
SMILES ... Cc1ccc(Cl)cc1N1CCN(C(=O)C(=O)N2CCCCC2)CC1


Record 2
ORCA calculation (ωB97M-V with the def2-TZVPD basis set) on a structure of composition C10H30BrCuN6O4 in a non-equilibrium geometry.

The geometry in XYZ format:
```
52
Properties=species:S:1:pos:R:3:forces:R:3
Cu -3.864130 -4.877520 15.196700 0.01 -0.13 -0.58
Br -6.032710 -3.187090 12.729970 0.20 -0.13 0.21
C -10.112030 -5.644360 10.082180 -2.84 -3.62 -0.44
O -10.808190 -6.536310 9.578480 0.65 1.09 -0.20
N -8.944600 -5.254100 9.713330 5.40 1.06 -3.03
N -10.425980 -5.054960 11.200380 -2.13 1.46 3.53
H -8.491100 -5.640190 8.897630 -0.36 -0.05 0.15
H -8.335040 -4.724010 10.319590 -0.35 -0.10 -0.27
H -9.784780 -4.423820 11.659320 -0.67 -0.14 0.04
H -11.296840 -5.349220 11.618840 0.29 0.32 0.20
C -2.651310 -7.434370 11.385090 0.46 -0.32 2.23
O -2.677280 -6.811630 12.430690 0.02 1.50 1.69
N -3.545030 -7.359480 10.473290 -4.02 1.94 -3.12
N -1.811110 -8.377510 11.118130 3.64 -2.84 0.09
H -4.110560 -6.528850 10.574960 -0.28 -0.33 -0.71
H -3.416420 -7.822500 9.584940 -0.39 0.48 0.11
H -1.901570 -8.917710 10.269540 0.38 -0.06 0.49
H -1.177830 -8.658420 11.853060 0.02 -0.11 -0.43
C -2.009940 -2.301410 8.347020 -0.99 0.73 0.34
C -2.763610 -0.885520 8.331860 -0.70 -1.09 -0.87
C -3.981400 -0.943250 7.302370 1.95 -0.74 -0.20
O -3.396660 -1.140760 6.024290 0.01 0.30 0.06
C -4.329230 -1.044030 4.954310 0.64 -0.23 0.74
N -3.247090 -0.489180 9.655010 0.54 -0.21 -0.19
H -2.095040 -2.739530 7.352580 0.34 0.05 0.06
H -2.443340 -3.007230 9.055610 -1.05 0.06 -0.01
H -1.002380 -2.380430 8.755300 0.37 1.00 -0.61
H -2.122640 -0.116460 7.900790 0.27 -0.04 0.36
H -4.597260 -0.045220 7.253780 0.02 0.26 0.52
H -4.592000 -1.813520 7.542990 -0.45 -0.14 0.19
H -5.056290 -1.842530 5.102220 -0.27 -0.06 -0.52
H -3.730780 -1.154930 4.050060 -0.38 -0.11 -0.06
H -4.828360 -0.075060 4.963330 -0.11 0.12 -0.08
H -3.993460 -1.122030 9.905090 -0.18 -0.09 0.18
H -3.658590 0.430770 9.588130 -0.05 0.18 0.10
C -10.701170 0.997590 16.561780 -0.93 0.84 0.52
C -9.948280 -0.299940 16.286650 -0.71 1.22 1.99
C -10.900520 -1.406290 15.922850 -0.06 -0.90 -2.45
O -11.745950 -1.859700 16.912580 0.04 0.25 1.67
C -12.362070 -3.092600 16.662340 -0.72 -0.17 0.05
N -8.863020 -0.025960 15.374490 -0.44 -0.62 -0.98
H -11.374700 1.329080 15.771480 -0.11 -0.63 -0.37
H -10.158790 1.929080 16.723780 1.00 -0.38 0.04
H -11.309380 0.941890 17.464590 -0.15 -0.41 -0.01
H -9.474740 -0.635130 17.209420 -0.33 -0.03 0.63
H -10.352290 -2.265190 15.535740 0.76 -0.38 0.04
H -11.510780 -1.161520 15.053500 -0.14 0.65 -0.34
H -11.684670 -3.911160 16.419060 0.48 0.09 -0.04
H -13.104410 -3.038010 15.866070 0.00 0.21 -0.36
H -12.926620 -3.391880 17.545410 0.21 0.20 0.15
H -8.230370 0.548760 15.912580 0.39 0.00 -0.29
H -8.451510 -0.933950 15.212280 0.72 0.04 -0.24
```
Forces are in eV/Å.

Total charge ... +1
Spin multiplicity ... 2
E_HOMO (alpha / beta) ... -0.41444 / -0.41444 Eh
Lowest unoccupied orbital energy (alpha / beta) ... -7.0 / -7.9 eV
Relative energy (zero: lowest compared OMol25 entry of this formula, charge and spin) ... 875.6 kJ/mol
⟨S²⟩ ... 0.75
Total energy ... -5242.58292 Eh
Frontier orbital gap (alpha / beta) ... 4.3 / 3.4 eV


Record 3
ORCA calculation (ωB97M-V with the def2-TZVPD basis set) on a structure of composition C50H44GeIInN2O5P in a non-equilibrium geometry.

The geometry in XYZ format:
```
105
Properties=species:S:1:pos:R:3:forces:R:3
In 0.899492 0.067509 -1.359809 -0.32 0.97 -0.73
C 4.770392 -2.950791 -2.680409 0.03 -0.30 -0.15
O 4.630692 -1.699291 -2.034909 -0.06 0.17 0.15
C 3.770392 -0.775891 -2.484909 0.31 0.11 -0.01
O 3.627892 0.241209 -1.835309 -0.32 0.32 0.45
N 3.182092 -0.978691 -3.682809 -0.20 -0.33 -0.53
N 2.114692 -0.106491 -4.029409 0.00 -0.11 0.12
H 5.481892 -3.505791 -2.070509 -0.07 0.00 -0.13
H 5.166992 -2.833791 -3.692609 -0.03 -0.02 0.05
H 3.821192 -3.491791 -2.702309 0.00 0.01 -0.02
H 3.043992 -1.923691 -4.029009 -0.05 0.17 0.06
H 1.413592 -0.708991 -4.469909 0.15 -0.01 0.06
H 2.445492 0.559709 -4.727909 -0.01 -0.12 0.28
I -1.628308 0.695909 -3.546609 0.01 0.62 0.04
C -1.391208 2.804209 -3.273409 -0.35 -0.49 -0.29
C -2.323908 3.623609 -3.849009 0.06 -0.46 0.03
C -2.222508 5.014109 -3.702609 0.13 0.27 0.17
C -1.191808 5.549709 -2.986609 -0.22 0.08 -0.12
C -0.202208 4.731109 -2.409109 -0.07 -0.38 -0.11
C 0.889492 5.298309 -1.724109 0.27 -0.03 0.07
C 1.879892 4.510909 -1.212709 0.00 0.29 -0.16
C 1.793392 3.116309 -1.344609 0.10 -0.09 -0.02
C 0.732592 2.537609 -1.970509 0.25 -1.60 0.61
C -0.290308 3.306409 -2.542809 -0.04 0.30 0.04
H -3.140208 3.208409 -4.419609 -0.05 -0.08 -0.03
H -2.966108 5.650409 -4.158209 -0.07 0.05 -0.03
H -1.108108 6.618209 -2.851809 0.00 0.14 -0.05
H 0.933492 6.374409 -1.633909 0.01 0.11 0.04
H 2.725692 4.946709 -0.701609 0.06 0.08 0.07
H 2.592092 2.496709 -0.961809 0.11 0.03 0.06
O 0.929592 -2.591091 -4.622209 0.03 -0.20 -0.62
C 0.292692 -2.776691 -3.580109 0.19 0.00 -0.08
O 0.651092 -2.369591 -2.433709 0.34 0.27 0.21
C -1.021408 -3.502091 -3.576409 -0.09 -0.02 0.08
C -1.436408 -4.274591 -4.651809 0.10 0.05 -0.08
C -2.652808 -4.932691 -4.608509 0.03 0.00 -0.04
C -3.454608 -4.813791 -3.484109 -0.04 -0.06 -0.03
C -3.054308 -4.031091 -2.415209 -0.02 -0.07 0.09
C -1.828008 -3.373091 -2.442109 0.01 0.17 -0.19
P -1.236908 -2.282591 -1.102209 -0.27 0.11 0.83
C -2.754908 -2.223891 -0.030509 0.24 0.11 -0.21
C -3.860508 -1.561391 -0.562609 0.05 -0.02 0.02
C -5.010108 -1.389291 0.183891 -0.12 0.05 -0.03
C -5.061108 -1.851591 1.490591 -0.08 -0.02 0.09
C -3.961208 -2.487691 2.039491 -0.15 0.04 0.11
C -2.816308 -2.672891 1.284091 0.09 -0.12 -0.10
C -0.221608 -3.378691 -0.058209 0.06 0.19 -0.08
C 0.385392 -2.793791 1.050291 -0.04 0.01 -0.13
C 1.156992 -3.555091 1.907191 0.04 -0.07 0.16
C 1.353392 -4.901291 1.641991 0.03 -0.07 0.10
C 0.766792 -5.484491 0.530591 0.02 -0.10 0.01
C -0.028508 -4.730191 -0.315609 -0.02 0.12 -0.02
H -0.787508 -4.349191 -5.511509 0.06 0.03 -0.09
H -2.984508 -5.531991 -5.445509 0.05 -0.04 -0.03
H -4.395508 -5.343691 -3.438809 -0.09 0.01 0.02
H -3.699108 -3.946491 -1.552809 0.00 -0.01 0.03
H -3.814208 -1.202991 -1.584609 -0.05 0.09 -0.04
H -5.869008 -0.897491 -0.251309 -0.05 0.05 -0.01
H -5.959808 -1.727391 2.076191 -0.08 0.05 0.05
H -4.000008 -2.852191 3.058391 0.00 -0.03 0.01
H -1.971608 -3.189691 1.715591 0.00 -0.04 0.06
H 0.228592 -1.736591 1.246691 0.04 0.02 0.04
H 1.592292 -3.100391 2.785391 0.06 -0.01 -0.04
H 1.955892 -5.500891 2.309191 0.06 -0.04 0.04
H 0.922892 -6.535491 0.327491 0.00 -0.04 -0.01
H -0.490108 -5.189491 -1.180809 0.00 -0.01 0.00
C -2.673708 0.559709 5.903691 -0.01 0.02 0.01
C -1.989208 1.763309 5.954891 -0.07 0.11 0.13
C -1.104008 2.105109 4.944691 0.15 0.14 -0.07
C -0.873308 1.236309 3.886291 0.65 0.27 -0.59
C -1.554908 0.025609 3.852691 0.06 -0.02 -0.26
C -2.461208 -0.305391 4.843391 -0.03 -0.12 0.00
Ge 0.406592 1.659009 2.414991 -0.21 -0.07 -0.25
C 2.004792 0.487909 2.446691 -0.71 0.58 0.10
C 2.145792 -0.488891 3.423191 -0.22 0.04 0.15
C 3.299792 -1.248491 3.499991 0.07 -0.03 0.11
C 4.317792 -1.053191 2.583391 0.00 -0.01 0.00
C 4.183892 -0.089691 1.597491 0.14 0.01 -0.11
C 3.038992 0.684709 1.540991 -0.07 0.14 -0.11
C 0.934692 3.578709 2.243391 -0.22 -0.94 0.17
C 2.174192 3.991009 2.718491 0.04 -0.24 0.08
C 2.561292 5.316309 2.620291 0.16 0.08 0.04
C 1.713392 6.245409 2.039991 0.04 0.02 0.03
C 0.484892 5.841009 1.549291 -0.10 0.07 0.05
C 0.100592 4.516609 1.650891 -0.21 -0.16 0.00
H -3.374308 0.294809 6.682691 -0.04 0.02 0.06
H -2.154508 2.444109 6.778891 -0.01 0.03 0.03
H -0.588208 3.057409 4.969891 0.00 0.06 0.09
H -1.388708 -0.650691 3.025391 -0.06 -0.16 -0.11
H -3.004708 -1.236691 4.780591 -0.02 -0.09 0.03
H 1.343392 -0.652891 4.130291 -0.04 -0.02 0.13
H 3.411092 -1.983891 4.284391 -0.02 -0.09 0.03
H 5.212792 -1.652591 2.642091 0.13 -0.05 -0.02
H 4.969492 0.069809 0.875291 0.06 -0.02 -0.11
H 2.950892 1.461509 0.793291 0.08 0.02 -0.07
H 2.840192 3.260809 3.162591 0.09 0.04 0.04
H 3.525992 5.624109 2.998491 0.06 0.02 0.02
H 2.010492 7.280809 1.968491 0.05 0.11 -0.01
H -0.177408 6.556509 1.086491 -0.07 0.08 -0.07
H -0.853308 4.206009 1.250691 -0.15 0.02 -0.07
C -1.799608 1.580809 0.622591 -0.24 0.06 0.00
O -0.478508 1.162309 0.884891 0.84 -0.12 0.59
H -2.426608 0.702709 0.448691 -0.04 0.02 -0.03
H -1.816008 2.214109 -0.269109 -0.03 0.03 -0.02
H -2.229108 2.141209 1.459091 -0.06 0.01 0.01
```
Forces are in eV/Å.

Total charge ... 0
Spin multiplicity ... 2
E_HOMO (alpha / beta) ... -0.25221 / -0.27797 Eh
Lowest unoccupied orbital energy (alpha / beta) ... 0.5 / -1.2 eV
Relative energy (zero: lowest compared OMol25 entry of this formula, charge and spin) ... 27.1 kJ/mol
⟨S²⟩ ... 0.77
Total energy ... -5323.54142 Eh
Frontier orbital gap (alpha / beta) ... 7.4 / 6.3 eV